ORCA calculation (ωB97M-V with the def2-TZVPD basis set) on a cluster of 8 separate species, C29H54O15S4 in total in a non-equilibrium geometry.

Last column: Mulliken charge in e.
Element x y z (Å)
H  -1.88  -2.98  -5.55  0.34
H  -3.68  0.18  -5.22  0.08
H  1.87  -1.12  1.89  0.29
H  -0.03  3.66  4.00  0.41
H  -5.68  1.04  5.52  0.47
S  -2.39  3.82  1.22  0.92
H  5.81  0.10  0.39  0.55
H  -5.38  0.60  -4.71  0.32
H  1.13  4.76  1.86  0.39
H  6.41  2.16  2.16  0.47
C  -0.27  -1.07  1.59  -0.72
S  -5.74  1.62  3.11  1.01
C  3.86  2.86  -0.46  -0.45
C  -3.80  0.87  -3.20  -0.68
C  -4.67  0.66  2.05  -0.63
C  4.25  1.38  -0.54  -0.07
C  5.90  2.16  1.20  -0.87
C  -3.61  0.02  2.95  0.59
H  0.55  3.08  1.65  -0.39
H  1.87  -2.22  -6.10  0.38
H  3.10  1.74  4.16  0.16
C  0.14  -1.03  -0.71  -0.05
H  2.80  3.03  -0.26  0.10
H  -0.44  5.23  3.52  0.34
O  3.69  3.49  2.19  -0.51
C  -1.03  -0.99  0.31  0.86
O  0.19  -1.34  -6.80  -0.35
S  4.65  3.53  1.07  1.08
C  -0.84  4.71  0.79  -0.88
H  2.46  -6.03  -2.47  0.27
H  -1.46  -1.76  -4.25  -0.27
H  -6.08  -0.30  4.51  0.32
H  -2.65  4.46  3.53  0.46
H  -2.13  2.76  3.46  -0.14
H  2.40  -6.87  -0.13  0.42
C  -4.42  0.17  -4.42  -0.17
H  -0.31  -2.13  1.87  0.31
O  -2.44  2.46  0.64  -0.43
H  1.90  -3.41  -2.10  0.08
H  3.78  0.18  3.65  0.08
C  3.93  1.05  4.30  -0.26
C  -1.96  3.76  3.05  -0.14
C  -1.17  -2.23  -5.18  0.14
H  -0.90  5.79  0.90  0.40
C  -5.47  0.60  4.54  -0.69
C  1.14  -0.57  1.30  0.02
H  3.91  -6.19  0.21  0.35
H  4.75  1.70  3.97  0.22
H  4.06  -4.31  -3.12  0.37
O  0.04  -1.18  -1.93  -0.71
H  2.97  -2.50  -1.22  0.15
C  -0.53  4.19  3.19  -1.05
O  1.32  -0.77  -0.08  -0.13
C  0.81  -2.43  -6.25  -0.71
C  0.25  4.12  1.80  0.21
C  -4.67  -1.26  -3.90  0.46
H  4.10  1.45  6.11  0.33
H  0.80  -3.32  -6.88  0.27
H  1.14  0.49  1.54  -0.14
O  -5.03  -2.27  -4.49  -0.65
O  -7.17  1.50  2.77  -0.71
H  -3.41  -0.98  2.59  0.57
H  4.09  3.52  -1.29  0.39
H  -1.66  -1.87  0.24  0.53
O  5.32  4.81  0.70  -0.73
H  -3.22  -0.16  -1.39  -0.50
H  -3.51  0.88  4.90  0.26
O  2.96  -3.93  1.28  -0.68
C  3.35  -5.88  -1.86  -0.67
H  -4.44  1.17  1.12  0.29
C  2.78  -3.55  -1.47  -0.02
H  -4.24  1.85  -3.02  0.44
C  -4.09  -0.02  -2.04  0.69
C  -0.93  -1.12  -6.15  0.54
H  4.47  0.56  1.43  -0.36
O  0.81  -4.57  0.19  -0.67
H  -1.56  -0.05  0.21  -0.61
H  -0.64  4.49  -0.26  0.44
H  3.29  0.86  -0.60  -0.18
H  -2.73  1.02  -3.28  0.24
C  0.13  -2.81  -4.92  0.09
H  -4.91  0.41  -1.47  0.17
C  3.01  -6.00  -0.37  -0.78
O  -1.72  -0.22  -6.46  -0.65
H  -0.76  -0.55  2.41  0.34
H  6.67  2.43  0.48  0.35
C  3.86  -4.47  -2.06  -0.69
O  4.08  0.63  5.60  -0.56
H  0.19  -3.87  -4.69  0.43
C  -4.09  0.11  4.39  -0.96
O  -3.55  4.70  1.09  -0.69
O  -4.47  -1.30  -2.57  -0.36
H  -3.79  -0.76  4.97  0.42
H  3.99  -6.65  -2.28  0.40
O  -5.18  2.99  3.35  -0.58
H  -2.62  0.46  2.96  -0.70
H  4.74  1.08  -1.46  0.31
S  2.28  -4.41  0.11  1.19
H  4.83  -4.43  -1.55  0.29
H  -5.34  -0.13  1.67  0.39
C  5.15  0.93  0.65  0.02
H  0.66  -2.27  -4.14  -0.22

As for the HOMO-LUMO gap: 0.3636 hartree. The LUMO energy is 0.061 eV.


ORCA calculation (ωB97M-V with the def2-TZVPD basis set) on a structure of composition C29H55KNO2 in a non-equilibrium geometry.

Last column: Mulliken charge in e.
Element x y z (Å)
C  -0.74  -8.78  -0.24  -0.59
C  0.03  7.76  -1.64  -0.85
C  1.87  6.05  -1.11  -1.13
H  3.69  4.19  1.17  0.38
H  -0.41  -9.81  -0.17  0.41
C  0.30  1.32  2.30  -0.88
H  -0.27  5.78  -0.86  0.37
H  -3.15  -4.18  -3.24  0.34
H  1.84  2.65  0.77  0.41
H  1.19  -6.36  -1.84  0.39
H  -2.49  -6.71  -2.27  -0.08
C  -0.39  -3.46  2.18  -0.82
H  1.05  -2.17  1.07  -0.08
C  -2.03  9.18  -1.15  -0.57
C  0.49  -6.68  -1.07  -0.89
C  -0.24  0.11  3.06  -1.51
C  0.42  6.26  -1.55  -0.69
H  -0.45  8.77  0.21  0.25
H  -2.50  -5.95  -5.70  0.42
C  0.20  -2.09  1.73  -0.31
H  0.93  -8.70  -1.57  0.41
H  -1.47  -3.34  2.23  0.26
O  0.71  -3.57  -0.85  -0.43
H  -0.44  7.92  -2.61  0.48
H  0.32  1.14  1.23  0.48
H  -1.24  -0.12  2.71  0.49
C  2.07  6.37  0.36  -0.54
H  -1.18  -3.77  -0.25  0.47
H  1.52  4.61  3.28  0.43
H  0.42  5.94  1.72  0.39
C  -1.99  -6.01  -2.94  0.17
H  0.96  -5.04  1.50  0.22
H  -2.95  11.06  -0.63  0.34
C  -0.63  -5.64  -1.00  0.22
C  0.03  -8.10  -1.40  -0.84
C  -2.18  -8.83  -0.47  -0.64
H  2.51  6.68  -1.73  0.43
C  -3.02  -5.15  -3.69  -0.72
H  -3.50  9.75  0.37  0.29
K  2.10  -2.99  4.34  1.01
C  -2.62  10.15  -0.13  -1.21
H  -0.58  -1.54  1.20  0.38
H  -1.89  10.42  0.63  0.34
H  3.87  3.65  2.82  0.40
H  2.23  -4.93  -0.33  0.30
H  0.91  4.58  0.73  0.20
C  3.13  3.83  2.04  -0.83
H  -0.55  -8.17  -2.31  0.39
C  2.17  4.93  2.47  -1.07
H  -1.46  -6.62  -3.67  0.26
H  1.04  -6.72  -0.14  0.28
H  0.28  5.76  -2.51  0.41
H  1.74  7.38  0.56  0.30
H  -0.41  2.13  2.45  0.33
O  -1.05  -5.19  -2.26  -0.47
C  2.47  2.52  1.65  -0.99
H  2.72  5.80  2.83  0.49
H  -2.65  -3.16  -5.14  0.26
C  -0.03  -4.64  1.28  -0.54
H  -1.47  7.35  -0.13  0.30
H  3.26  1.82  1.34  0.37
C  -0.98  8.22  -0.57  -0.39
H  -3.96  -5.70  -3.66  0.28
N  -2.49  -3.94  -5.78  -0.66
H  -2.84  8.58  -1.57  0.31
H  -0.53  -8.31  0.72  0.27
C  0.63  -1.15  2.91  -0.81
C  -0.27  -4.37  -0.21  0.02
H  2.28  1.05  3.22  0.47
H  -0.73  -5.44  1.55  0.41
H  -1.57  9.75  -1.95  0.40
H  3.13  6.31  0.63  0.52
H  -0.31  0.38  4.11  0.41
C  1.28  5.42  1.31  -0.43
H  -4.40  -8.85  -0.82  0.44
H  0.69  -1.73  3.84  0.57
H  0.94  8.35  -1.58  0.33
H  1.65  -0.80  2.70  0.65
H  1.52  2.58  3.56  0.35
H  -0.09  -3.66  3.21  0.53
C  1.67  1.83  2.78  -0.36
C  2.06  -3.92  -0.70  -0.79
H  2.56  -3.84  -1.66  0.33
C  -3.34  -8.92  -0.77  0.09
H  -1.47  -6.08  -0.44  0.21
H  2.17  5.02  -1.32  0.34
H  2.58  -3.24  -0.02  0.22
C  -2.65  -5.02  -5.15  -0.07

As for the HOMO-LUMO gap: 0.2704 hartree. The LUMO energy is -3.939 eV. The charge is +1.


ORCA calculation (ωB97M-V with the def2-TZVPD basis set) on a structure of composition C29H56AlCaF5N5NaO9 in a non-equilibrium geometry.

Last column: Mulliken charge in e.
Element x y z (Å)
H  3.29  0.08  -1.08  0.13
H  -1.05  -2.53  -0.57  -0.71
H  -0.14  -0.62  -1.18  0.84
H  0.96  -5.36  -2.85  0.37
C  -3.09  -0.60  0.41  1.28
H  -2.15  -3.67  -4.21  0.40
H  5.33  1.69  -0.96  0.35
H  -2.27  -0.80  2.41  0.80
O  3.65  4.08  -4.59  -0.52
H  0.69  -3.69  -3.29  0.46
H  -1.13  -5.58  -3.53  0.48
H  1.36  4.23  -0.48  0.37
H  -0.74  -1.79  1.40  0.54
H  -1.82  2.89  -0.81  0.35
H  -5.97  0.69  -2.77  0.84
H  -1.69  1.77  1.06  0.76
C  3.92  -4.08  0.34  -1.03
Ca  -4.69  -0.10  3.33  1.44
O  -1.68  4.12  -2.80  -0.38
H  -4.67  -1.54  -1.30  -0.14
C  0.54  -0.94  2.86  -1.28
H  0.04  -4.17  -0.44  0.46
H  1.18  -3.02  -1.16  -0.24
C  2.48  -4.47  0.43  0.76
F  -2.35  2.28  -3.82  -0.32
C  -2.07  -3.69  -3.12  -1.10
H  4.85  -0.72  -1.06  0.59
H  -7.21  -0.94  -1.72  0.45
N  -2.03  2.20  -1.54  0.43
C  3.95  2.22  0.61  -0.05
C  0.85  -4.08  -1.17  0.44
Na  -4.54  2.64  -3.85  0.99
C  4.87  1.22  -0.09  -1.08
H  1.73  0.83  1.26  0.46
H  -3.42  -1.61  0.69  0.78
H  5.69  0.97  0.60  0.45
O  5.03  4.95  -3.04  -0.66
C  -5.01  0.23  -2.51  -0.40
C  -0.92  1.22  -1.59  -1.68
O  -0.07  1.40  -2.39  -0.45
C  2.97  2.86  -0.38  -1.08
H  3.54  3.60  -0.94  0.51
H  6.27  5.71  3.12  0.17
N  4.30  5.26  4.65  -0.43
H  -0.28  3.00  0.39  0.09
C  -1.09  -4.83  -2.74  -0.88
H  0.84  -1.93  3.20  0.55
C  4.44  3.94  -3.44  0.74
C  -2.52  0.01  1.72  -2.55
C  1.81  3.58  0.28  -1.37
C  0.68  2.65  0.82  -0.09
F  -2.45  -3.50  5.14  -0.27
O  1.94  -4.89  -0.76  -0.47
H  -6.75  -1.54  -0.11  0.42
H  4.60  6.22  4.69  0.16
H  3.31  3.19  -4.72  0.29
H  -4.27  1.20  -0.10  0.18
C  -4.41  0.11  0.02  -0.71
H  -1.45  -5.35  -1.84  0.37
C  -1.91  -2.15  -1.12  -0.62
H  4.58  3.02  1.00  0.17
C  -1.68  -2.29  -2.63  -0.26
H  1.41  -0.28  2.99  0.49
H  0.90  -1.54  0.86  0.17
F  -4.12  -1.23  5.39  -0.47
H  -4.22  0.99  -2.48  -1.28
C  -1.96  2.99  -2.71  0.34
H  -4.78  -0.47  -3.32  0.37
H  4.10  -3.27  1.05  0.34
H  -6.99  0.18  -0.38  0.46
C  0.40  -4.46  -2.58  -0.94
O  4.54  3.15  3.84  -0.63
H  -2.79  -2.76  -0.87  0.93
H  -0.66  -2.02  -2.92  0.41
H  1.32  0.97  -0.42  -0.61
O  1.82  -4.42  1.43  -0.56
N  5.95  4.76  3.11  -0.38
F  -3.83  -2.24  3.04  -0.37
H  -1.03  1.23  2.46  0.64
C  4.91  4.32  3.86  0.73
H  0.58  2.80  1.91  0.42
Al  -3.87  -2.82  4.71  0.54
H  2.65  2.15  -1.15  0.81
H  4.55  -4.92  0.62  0.35
C  -6.61  -0.73  -0.84  -1.77
H  -2.33  -1.55  -3.11  0.24
C  0.93  1.15  0.59  0.18
H  -0.21  -0.19  4.52  0.37
H  2.16  4.25  1.06  0.41
H  3.91  -0.65  0.44  0.07
C  -0.89  -0.01  -0.67  -1.17
C  -0.30  0.25  0.74  1.39
C  4.19  -0.09  -0.47  -0.74
O  -0.56  -0.45  3.67  -0.60
C  -5.12  -0.56  -1.18  0.83
H  -3.34  0.60  2.16  0.84
N  -1.38  0.93  1.55  0.23
H  3.55  4.96  5.24  0.21
C  0.08  -1.07  1.42  -2.28
H  4.18  -3.75  -0.67  0.32
F  -5.25  -3.69  4.89  -0.28
N  -2.15  -0.75  -0.69  1.99
H  -5.11  -0.03  0.88  -0.19
O  4.41  2.79  -2.93  -0.68
H  6.42  4.10  2.53  0.23
H  -3.07  -3.90  -2.74  0.38
H  3.45  1.73  1.45  0.17

As for the HOMO-LUMO gap: 0.0458 hartree. The LUMO energy is -8.381 eV. The charge is +2.


ORCA calculation (ωB97M-V with the def2-TZVPD basis set) on a structure of composition C29H56BiN6O2P.

Last column: Mulliken charge in e.
Element x y z (Å)
H  0.29  2.19  -1.45  0.81
H  -2.29  -0.16  -2.80  0.42
H  -1.81  -5.79  0.82  0.40
H  2.08  2.22  0.30  0.32
H  1.76  -2.93  -2.99  0.23
H  -4.00  4.08  1.34  0.43
H  0.17  -1.07  3.18  0.33
C  0.83  -3.61  -4.82  -0.91
H  0.04  -3.23  -5.48  0.37
H  -3.62  -3.28  -0.05  0.33
C  1.67  -5.30  -0.98  -0.22
H  -2.34  4.22  0.72  0.29
H  -2.91  -2.70  -1.57  0.00
H  0.46  -1.85  -3.54  -1.25
N  0.92  -4.16  -0.38  0.32
H  2.40  -4.94  -1.72  0.18
H  -5.33  2.98  -0.90  0.36
C  -3.04  -3.58  -0.93  -0.28
H  0.41  3.08  2.43  0.37
H  0.05  -3.94  1.56  0.44
N  -0.23  -3.70  -2.71  0.74
N  -4.18  1.53  0.14  0.29
H  0.42  2.47  4.11  0.40
H  3.34  -5.52  0.39  0.35
C  0.77  -2.89  -3.48  0.66
H  -3.94  -6.14  0.00  0.32
C  -0.29  0.64  -2.87  0.95
C  2.42  -0.21  1.68  -0.16
C  0.54  -5.07  -4.46  -0.79
H  -5.06  -0.37  0.24  0.60
O  -2.07  1.77  0.91  -0.60
H  -1.05  2.37  3.12  0.27
H  0.00  -1.23  -6.27  0.60
N  2.01  0.07  0.28  0.83
C  -1.35  -0.12  -3.37  -0.21
H  -3.33  -4.81  -2.67  0.09
C  2.59  1.37  -0.17  -1.11
C  -4.07  0.06  0.21  -1.21
C  1.43  -5.65  1.39  -0.84
C  1.91  0.85  2.64  -1.39
C  -0.44  1.39  -1.58  -1.67
N  0.43  0.96  2.60  0.50
C  -0.19  -0.08  3.45  -1.14
H  -3.55  -0.34  -0.67  0.33
C  -0.59  -4.93  -3.46  -0.36
C  -3.70  -4.75  -1.64  -0.54
H  -3.53  -0.23  1.11  0.29
H  3.65  1.41  0.08  0.33
C  -3.31  3.78  0.54  -1.66
C  -5.47  2.09  -0.30  -1.15
H  1.01  -6.00  -1.49  0.26
H  2.14  -1.98  -0.27  0.10
C  2.54  -1.02  -0.59  -1.03
H  2.48  1.46  -1.25  0.19
H  -1.44  1.83  -1.51  0.58
H  -3.19  -6.87  -1.41  0.38
H  3.64  -1.04  -0.52  0.55
C  -3.24  -5.96  -0.82  -0.90
H  -0.71  -5.80  -2.80  0.19
H  -1.27  -0.05  3.33  0.28
H  2.03  -1.20  1.94  -0.18
H  -4.78  -4.66  -1.68  0.49
H  1.72  1.31  -3.29  0.49
H  1.91  0.10  -5.41  0.49
H  2.50  -7.03  0.06  0.43
H  1.79  -3.46  -5.32  0.36
C  0.03  2.30  3.10  -1.18
H  0.56  -6.31  1.38  0.24
C  1.00  -4.22  1.11  -0.19
C  2.36  -5.97  0.22  -0.87
H  0.05  0.10  4.51  0.44
H  3.51  -0.25  1.75  0.45
H  1.77  -3.53  1.47  0.03
H  1.42  -5.51  -3.99  0.25
H  2.25  0.61  3.65  0.47
C  -1.25  -0.79  -4.57  -0.54
H  -1.53  -4.78  -3.98  0.37
H  -1.04  -6.14  -0.72  0.13
O  -0.37  -1.96  -0.85  0.71
H  -6.10  2.34  0.56  0.34
H  0.26  -5.69  -5.32  0.48
H  1.92  -5.75  2.36  0.44
N  -1.72  -4.12  -0.50  0.47
H  2.33  1.82  2.39  0.47
C  -3.16  2.29  0.53  0.52
Bi  -0.45  0.06  0.26  2.44
C  -0.08  -0.72  -5.32  -0.92
H  2.25  -0.85  -1.62  0.09
C  0.89  0.69  -3.62  -0.57
H  -3.71  4.16  -0.40  0.46
C  0.99  0.02  -4.83  -0.64
H  -5.99  1.36  -0.91  0.44
C  -1.86  -5.58  -0.24  -0.20
P  -0.36  -3.46  -1.11  -2.92
H  -2.10  -1.36  -4.95  0.41

As for the HOMO-LUMO gap: 0.3038 hartree. The LUMO energy is -5.063 eV. The charge is +2.


ORCA calculation (ωB97M-V with the def2-TZVPD basis set) on a cluster of 3 separate species, C29H56F9N4O6 in total in a non-equilibrium geometry.

Last column: Mulliken charge in e.
Element x y z (Å)
H  1.63  -5.57  -6.86  0.41
H  1.74  -0.98  0.69  0.02
H  1.23  0.18  2.70  0.42
N  2.51  -3.65  -4.03  0.19
C  -0.11  4.57  0.83  -0.54
H  1.18  -3.26  -2.45  -0.27
H  2.61  1.16  3.20  0.42
H  1.69  -2.38  -0.49  -0.04
C  -0.92  4.78  3.07  0.09
C  3.05  2.09  1.00  -0.95
H  -0.26  2.15  2.82  0.19
H  6.37  -1.25  -4.28  0.33
H  -4.58  7.62  5.11  0.34
H  -5.47  4.88  4.76  0.05
H  0.96  -3.83  -6.56  0.23
H  -3.21  -4.41  -4.04  0.26
F  4.41  -9.04  -2.41  -0.21
H  0.81  5.38  4.19  0.38
H  -1.19  -3.48  -4.62  0.48
N  1.22  3.46  3.57  -0.33
C  2.10  -2.30  -4.53  -0.61
H  -8.72  6.43  4.93  0.39
H  -2.27  -5.82  -3.26  0.35
H  -6.58  6.61  6.15  0.18
H  3.74  -0.49  -0.40  0.51
C  4.69  -1.34  -2.70  0.47
C  -4.06  5.91  6.89  -0.47
H  0.72  -0.78  -0.90  0.31
N  -5.92  4.66  5.64  -0.31
C  1.65  -1.24  -0.43  -0.31
H  -7.60  5.28  6.73  0.40
O  5.59  -1.44  -1.83  -0.60
H  1.61  3.77  2.68  0.10
F  2.56  -7.32  -1.09  -0.32
H  -4.21  3.82  6.43  0.35
H  4.83  -0.30  -4.73  0.29
H  3.11  2.21  -0.08  0.26
C  0.32  -5.49  -5.06  -0.88
C  1.35  -4.78  -6.07  -0.63
H  4.82  -2.14  -4.81  0.08
O  -3.19  6.20  5.79  -0.36
H  -1.54  3.91  2.85  0.29
H  0.43  1.71  4.39  0.40
C  2.40  -1.07  -3.55  -1.15
H  2.76  -0.17  -4.17  0.39
H  -1.57  5.49  3.59  -0.10
C  -6.88  5.67  2.50  -0.71
F  5.02  -5.48  -3.08  -0.26
H  -6.47  6.31  1.72  0.24
H  -5.37  4.36  7.64  0.42
C  4.48  -6.52  -2.30  0.45
O  -7.16  6.49  3.63  -0.34
H  -0.63  3.61  0.85  0.27
O  -2.95  -4.21  -1.97  -0.53
H  0.96  -2.34  -4.69  0.10
H  3.27  -5.51  -4.99  0.19
H  -8.27  4.84  4.31  0.40
C  -4.89  4.63  6.69  -0.74
H  -4.66  6.78  7.16  0.37
H  3.41  -3.98  -5.95  0.44
H  -0.06  -5.73  -2.89  0.55
C  2.71  -4.53  -5.22  -0.21
H  0.97  4.42  0.87  0.15
O  1.77  1.57  1.32  -0.13
C  2.27  -5.04  -1.83  0.21
C  1.64  1.19  2.69  -0.89
H  2.53  -2.03  -5.56  0.53
C  0.23  -4.87  -3.59  0.05
F  6.38  -7.99  -2.61  -0.24
C  -3.80  6.94  4.75  -0.66
C  2.93  -0.55  -1.18  -0.99
H  0.56  -6.61  -5.08  0.30
H  -0.15  4.15  4.99  0.38
F  2.31  -7.11  -3.32  -0.27
C  -6.99  5.62  5.89  -0.20
H  -0.91  -2.97  -2.88  0.20
H  -0.33  5.06  -0.12  0.37
H  1.38  -0.73  -3.12  0.50
C  5.24  -1.25  -4.22  -0.76
H  -3.40  5.72  7.74  0.33
C  1.56  -4.21  -2.99  0.11
H  3.84  1.40  1.32  0.40
H  -7.79  5.19  2.12  0.34
N  3.26  -1.36  -2.39  0.71
F  1.27  -5.25  -0.84  -0.36
C  5.01  -7.90  -2.96  0.59
H  -4.21  6.26  3.99  0.17
C  -1.06  -3.87  -3.56  -0.47
C  -7.87  5.80  4.66  -0.80
C  -2.43  -4.68  -3.23  -0.55
F  5.08  -6.49  -1.01  -0.27
H  -3.03  7.54  4.26  0.34
H  3.19  3.07  1.46  0.40
H  -3.33  -4.95  -1.46  0.33
F  4.94  -7.89  -4.36  -0.22
C  2.86  -6.47  -2.20  0.68
H  3.44  -3.62  -3.55  0.40
C  0.25  4.46  4.02  -0.78
F  3.28  -4.29  -1.16  -0.23
C  0.66  2.12  3.41  -0.26
H  2.66  0.55  -1.44  0.20
H  -0.73  -5.41  -5.53  0.42
O  -0.53  5.44  1.87  -0.45
H  -6.13  4.91  2.75  0.29

As for the HOMO-LUMO gap: 0.2678 hartree. The LUMO energy is -2.447 eV. The charge is +1.


The records above give, respectively, E values of -3858.6270 -1942.7939 -3670.9369 -2173.2041 -2707.3472 hartree.